<1>
Formula: C5H13NO
Source: OMol25
Level of theory: ωB97M-V/def2-TZVPD

Positions of all 20 atoms, in Å:
C: -2.46697 0.56730 0.54201
C: -1.38601 -0.27202 1.22386
C: 0.00463 -0.02856 0.69819
C: 0.57188 1.33511 1.02246
C: 0.64709 -0.97997 0.02822
N: 1.90315 -0.89322 -0.61718
H: -3.43454 0.31007 0.96619
H: -2.47296 0.40562 -0.53380
H: -2.32450 1.63034 0.73752
H: -1.63479 -1.32751 1.13117
H: -1.38555 -0.03415 2.28639
H: 0.65457 1.41376 2.10826
H: 1.56489 1.49746 0.60465
H: -0.07385 2.10372 0.61368
H: 0.13286 -1.91866 -0.12532
H: 2.40605 -0.06569 -0.32746
H: 2.47368 -1.70531 -0.41860
O: 1.82332 -0.85573 -3.58764
H: 1.06818 -0.26932 -3.73715
H: 1.92886 -0.91322 -2.61546

Calculated values
Kohn-Sham gap   0.3405 hartree
SMILES   CC/C(C)=C/N.O
Multiplicity   1

<2>
Formula: C5H13NO
Source: OMol25
Level of theory: ωB97M-V/def2-TZVPD

Positions of all 20 atoms, in Å:
C: 0.79694 -0.66052 -1.17304
N: 0.19629 -0.30214 0.10733
C: 0.98736 -0.87772 1.20424
C: 0.50497 -0.10483 2.41276
C: 0.31353 1.31264 1.86537
C: 0.31317 1.14029 0.35078
H: 0.83655 -1.74494 -1.23918
H: 0.14287 -0.28676 -1.96064
H: 1.80921 -0.24166 -1.27668
H: 0.79350 -1.94415 1.28886
H: 2.06378 -0.70642 1.04442
H: -0.48882 -0.49508 2.65009
H: 1.20905 -0.19185 3.24048
H: 1.07119 2.03699 2.13819
H: -0.63679 1.71688 2.20403
H: 1.25088 1.50363 -0.08544
H: -0.50700 1.64851 -0.14573
O: -2.70121 -0.25715 -3.70555
H: -2.42088 -0.95528 -4.31810
H: -1.98158 -0.17483 -3.07345

Calculated values
Kohn-Sham gap   0.3607 hartree
SMILES   CN1CCCC1.O
Multiplicity   1

<3>
Formula: C5H13NO
Source: OMol25
Level of theory: ωB97M-V/def2-TZVPD

Positions of all 20 atoms, in Å:
C: 0.36647 -2.39118 1.80868
C: 0.55324 -1.03340 2.50020
C: 0.15694 0.21292 1.69278
C: 0.68223 0.17210 0.26363
C: 0.23913 1.01407 -0.65694
N: 0.90636 1.02252 -1.92002
H: 0.94574 -2.58944 0.92269
H: 0.56566 -3.16285 2.54336
H: -0.67695 -2.56254 1.51158
H: 1.63302 -1.00484 2.65110
H: 0.07934 -1.07781 3.46718
H: 0.72714 1.01317 2.14013
H: -0.90480 0.42609 1.79295
H: 1.28587 -0.70326 0.05963
H: -0.63864 1.63782 -0.60093
H: 0.86848 1.80102 -2.55240
H: 0.83585 0.18498 -2.47927
O: -2.31850 2.69351 -4.40544
H: -3.26992 2.57698 -4.25481
H: -2.03668 1.77014 -4.48410

Calculated values
Kohn-Sham gap   0.3272 hartree
SMILES   CCC/C=C/N.O
Multiplicity   1

Most stable pick: <1>. Distance to second place: 0.261 eV.

<1>
Formula: C5H13NO
Source: OMol25
Level of theory: ωB97M-V/def2-TZVPD

Positions of all 20 atoms, in Å:
C: -1.75804 -0.96558 -0.54310
C: -1.57528 -0.35471 0.80539
N: -1.40637 -1.25913 1.82123
O: -1.64874 0.82975 1.06397
H: -1.73377 -2.04687 -0.43946
H: -0.97424 -0.69170 -1.26920
H: -2.65758 -0.52517 -0.98601
H: -1.12478 -0.96249 2.74686
H: -1.19194 -2.24031 1.77292
C: 0.82573 0.98439 -1.44014
C: 2.26240 0.49895 -1.50996
C: 2.76773 0.36081 -0.02946
H: 0.46163 1.91167 -1.87930
H: 0.53813 1.29539 -0.42252
H: 0.03999 0.20163 -1.47097
H: 2.36432 -0.43963 -2.03340
H: 2.85001 1.27036 -2.00308
H: 2.23713 -0.51399 0.37021
H: 3.80779 0.04518 0.01941
H: 2.60098 1.22301 0.59194

Calculated values
Kohn-Sham gap   0.3944 hartree
SMILES   CC(N)=O.CCC
Multiplicity   1

<2>
Formula: C5H13NO
Source: OMol25
Level of theory: ωB97M-V/def2-TZVPD

Positions of all 20 atoms, in Å:
C: -0.30076 1.78784 -1.51169
N: 0.06720 1.47845 -0.15425
C: -0.46543 0.14665 0.25934
C: -1.46096 0.22890 1.42570
C: 0.75266 -1.01246 0.55972
C: 1.18448 -2.08744 -0.65522
O: 1.86431 -0.29572 1.02660
H: -1.13154 1.19893 -1.82139
H: -0.19999 2.78332 -1.79610
H: 0.47515 1.26108 -2.07435
H: -0.42782 2.15735 0.33879
H: -0.94675 -0.23241 -0.63732
H: -0.97108 0.63426 2.40573
H: -1.86405 -0.77069 1.74792
H: -2.37494 0.81792 1.25318
H: 0.29787 -1.56880 1.42594
H: 1.77824 -2.81119 -0.06405
H: 0.28788 -2.68045 -0.90829
H: 1.70758 -1.65869 -1.56098
H: 1.72795 0.62317 0.74071

Calculated values
Kohn-Sham gap   0.3813 hartree
SMILES   CN[C@H](C)[C@@H](C)O
Multiplicity   1

<3>
Formula: C5H13NO
Source: OMol25
Level of theory: ωB97M-V/def2-TZVPD

Positions of all 20 atoms, in Å:
C: -0.35826 -0.05336 0.61781
C: -1.81952 -0.35807 0.76864
C: -0.04926 1.42503 0.78666
C: 0.60978 -0.92321 1.36073
C: 1.34130 0.03772 -2.08760
N: 0.08336 0.00452 -1.37159
O: -0.23227 -1.36001 -0.98131
H: -0.66725 0.34802 -1.97118
H: -0.22533 1.69092 1.83774
H: 0.67840 -0.55570 2.39458
H: -2.39459 0.09632 -0.03875
H: -2.16878 0.09246 1.70831
H: -2.00870 -1.42623 0.77336
H: -0.69511 2.04552 0.16804
H: 0.99079 1.64564 0.55219
H: 0.30593 -1.96451 1.35239
H: 1.60441 -0.84790 0.92219
H: 1.34227 -0.72909 -2.87494
H: 1.50944 1.02878 -2.52020
H: 2.15339 -0.19685 -1.39707

Calculated values
Kohn-Sham gap (spin up / spin down)   0.2928 / 0.2928 hartree
Multiplicity   1

Most stable pick: <1>. Distance to second place: 1.237 eV.

<1>
Formula: C5H13NO
Source: OMol25
Level of theory: ωB97M-V/def2-TZVPD

Positions of all 20 atoms, in Å:
C: 2.42636 -2.66355 0.03990
C: 1.32780 -1.66282 -0.21917
C: 0.93340 -0.75585 0.65114
C: -0.20648 0.21690 0.51915
C: -1.30473 -0.23423 -0.47209
N: -1.96039 -1.48006 -0.04415
H: 2.03539 -3.67371 0.02427
H: 3.19316 -2.57400 -0.72990
H: 2.82896 -2.41530 1.02044
H: 0.78907 -1.81093 -1.15636
H: 1.59703 -0.63216 1.49413
H: 0.22094 1.09028 0.02452
H: -0.64944 0.46718 1.47369
H: -2.00971 0.58179 -0.53564
H: -0.83599 -0.34268 -1.44908
H: -1.63642 -1.67000 0.88935
H: -1.82850 -2.21484 -0.71748
O: -1.49419 6.94265 -0.39324
H: -1.56746 6.60905 0.51040
H: -1.85879 6.22226 -0.92989

Calculated values
Kohn-Sham gap   0.3561 hartree
SMILES   C/C=C/CCN.O
Multiplicity   1

<2>
Formula: C5H13NO
Source: OMol25
Level of theory: ωB97M-V/def2-TZVPD

Positions of all 20 atoms, in Å:
C: -2.47221 0.84328 0.14965
N: -1.57252 -0.28295 0.30674
C: -0.51119 -0.21043 1.33977
C: 0.92653 -0.03701 0.77529
C: 1.01781 -0.06129 -0.74681
C: 2.48166 -0.12959 -1.14368
O: 0.40104 -1.20614 -1.39625
H: -3.04154 1.09733 1.06338
H: -1.97744 1.77168 -0.13891
H: -3.25794 0.59973 -0.56381
H: -2.15431 -1.09099 0.47270
H: -0.74131 0.61131 1.99089
H: -0.63866 -1.12937 1.87914
H: 1.54511 -0.86864 1.08061
H: 1.23398 0.97511 1.03146
H: 0.53601 0.76017 -1.26541
H: 3.02948 0.81890 -1.19515
H: 2.60125 -0.61214 -2.11344
H: 3.10309 -0.70559 -0.45293
H: -0.50887 -1.14338 -1.07325

Calculated values
Kohn-Sham gap   0.3682 hartree
SMILES   CNCC[C@@H](C)O
Multiplicity   1

<3>
Formula: C5H13NO
Source: OMol25
Level of theory: ωB97M-V/def2-TZVPD

Positions of all 20 atoms, in Å:
C: -0.72800 -1.55522 -0.53892
C: 1.66851 -0.59394 1.39962
C: 1.18070 -0.06961 0.08527
N: -1.60897 -1.20888 0.33964
C: 1.87242 -0.15692 -1.04925
H: -1.63914 0.11930 0.49233
H: -1.63263 -1.76442 1.19036
H: -0.75097 -1.02896 -1.48296
H: -0.19416 -2.50126 -0.50581
H: 1.96525 0.23321 2.04766
H: 0.86731 -1.10947 1.93380
H: 2.50982 -1.27861 1.28128
H: 1.51399 0.28383 -1.97002
H: 2.79339 -0.72638 -1.12317
C: -1.62640 2.15822 -0.47917
O: -1.28057 1.29632 0.56582
H: 0.25638 0.62878 0.19189
H: -1.77172 1.65939 -1.45098
H: -2.55469 2.70837 -0.27059
H: -0.84053 2.90625 -0.65679

Calculated values
Kohn-Sham gap   0.3220 hartree
Multiplicity   1

Most stable pick: <2>. Distance to second place: 0.173 eV.

<1>
Formula: C7H6
Source: OMol25
Level of theory: ωB97M-V/def2-TZVPD

Positions of all 13 atoms, in Å:
C: 0.81620 1.98980 0.52918
C: -0.75987 -1.48834 -1.03110
C: 1.59004 0.75640 0.16299
C: -1.12950 -1.22423 0.42667
C: 0.21628 0.59136 0.14838
C: -0.97605 -0.04934 -0.64802
C: -0.30970 -0.37227 1.08611
H: 0.84753 2.23761 1.59634
H: 0.59363 2.74450 -0.17706
H: 0.17919 -1.99039 -1.37831
H: -1.63604 -1.79724 -1.71869
H: 2.51043 0.29072 0.09270
H: -1.94213 -1.68859 0.91080

Calculated values
Kohn-Sham gap (spin up / spin down)   0.2834 / 0.2923 hartree
Multiplicity   1

<2>
Formula: C7H6
Source: OMol25
Level of theory: ωB97M-V/def2-TZVPD

Positions of all 13 atoms, in Å:
C: -1.33562 0.45275 0.32067
C: -1.24424 -0.87350 0.17103
C: 1.16867 0.52041 0.65715
C: 1.27610 -0.88390 0.51126
C: -0.07839 1.10785 -0.03773
C: 0.07075 -1.33343 -0.24817
C: 0.81638 0.20455 -0.81982
H: -2.16730 1.00180 0.72374
H: -2.00944 -1.58894 0.41359
H: 1.95754 1.14524 1.03406
H: -0.05579 2.17269 -0.22371
H: 0.17719 -2.24742 -0.80938
H: 1.42411 0.32187 -1.69270

Calculated values
Kohn-Sham gap   0.3246 hartree
Multiplicity   1

Most stable pick: <2>. Distance to second place: 4.808 eV.

<1>
Formula: C7H6
Source: OMol25
Level of theory: ωB97M-V/def2-TZVPD

Positions of all 13 atoms, in Å:
C: -0.68110 1.39792 0.64091
C: -1.01102 0.27819 -0.13310
C: 0.49920 1.45026 1.31007
C: 1.15140 -0.57102 -0.14191
C: -0.14454 -0.82917 -0.44078
C: -0.59077 -1.98826 -1.05716
C: 1.58535 0.59614 0.69171
H: -1.39849 2.15602 0.79360
H: -1.99490 0.18809 -0.48365
H: -0.00465 -2.77848 -1.38024
H: -1.58077 -1.95686 -1.17307
H: 1.77068 1.46614 0.03653
H: 2.39960 0.59103 1.33710

Calculated values
Kohn-Sham gap (spin up / spin down)   0.2396 / 0.2638 hartree
Multiplicity   1

<2>
Formula: C7H6
Source: OMol25
Level of theory: ωB97M-V/def2-TZVPD

Positions of all 13 atoms, in Å:
C: 1.02858 -1.41127 1.00911
C: 1.69787 -1.03626 -0.06455
C: 1.03809 0.14616 -0.89900
C: -0.10954 0.62186 -0.02655
C: -1.46732 1.10528 0.33280
C: -1.46401 -0.25618 0.95603
C: -0.05907 -0.46841 0.98904
H: 2.49298 -1.58497 -0.38889
H: 0.65374 -0.23324 -1.79666
H: 1.78750 0.82386 -1.40154
H: -2.08895 1.25547 -0.61287
H: -1.42540 2.12726 0.97358
H: -2.08447 -1.08955 0.92948

Calculated values
Kohn-Sham gap (spin up / spin down)   0.2425 / 0.2425 hartree
SMILES   C1=CC[C@@]23C[C@@H]2C=13
Multiplicity   1

Most stable pick: <2>. Distance to second place: 0.502 eV.

<1>
Formula: C5H6O2
Source: OMol25
Level of theory: ωB97M-V/def2-TZVPD

Positions of all 13 atoms, in Å:
O: 2.01622 2.50610 1.75772
C: 1.23562 1.80859 1.16280
C: 0.76825 0.45782 1.70098
C: -0.01978 -0.27362 0.71182
C: -0.66673 -0.77248 -0.17484
C: -1.39358 -1.36623 -1.30896
O: -0.64531 -1.33529 -2.50701
H: 0.80274 2.10849 0.18574
H: 1.65418 -0.10374 2.01923
H: 0.18074 0.64774 2.60866
H: -1.70920 -2.38915 -1.05390
H: -2.29980 -0.78465 -1.50342
H: 0.20037 -1.76736 -2.33130

Calculated values
Kohn-Sham gap   0.3915 hartree
SMILES   O=CCC#CCO
Multiplicity   1

<2>
Formula: C5H6O2
Source: OMol25
Level of theory: ωB97M-V/def2-TZVPD

Positions of all 13 atoms, in Å:
C: -0.75465 2.41965 -0.01671
C: -0.51209 1.25526 0.16336
C: -0.17385 -0.16802 0.31425
C: -1.37875 -1.07751 0.13462
O: 0.76930 -0.47222 -0.73525
C: 2.07749 -0.37341 -0.44619
O: 2.58435 -0.43917 0.63998
H: -0.96187 3.45476 -0.17419
H: 0.31151 -0.33592 1.28066
H: -1.77810 -0.97701 -0.87824
H: -2.16080 -0.80046 0.84649
H: -1.09253 -2.11944 0.30207
H: 2.63010 -0.20832 -1.37847

Calculated values
Kohn-Sham gap   0.4211 hartree
SMILES   C#C[C@@H](C)OC=O
Multiplicity   1

<3>
Formula: C5H6O2
Source: OMol25
Level of theory: ωB97M-V/def2-TZVPD

Positions of all 13 atoms, in Å:
C: -0.23341 -0.12715 2.71399
C: 0.16434 0.36208 1.68416
C: 0.58911 0.91590 0.39780
C: 1.26937 -0.01348 -0.55055
O: 1.41926 0.30543 -1.70717
H: -0.50256 -0.49419 3.68122
H: 1.41779 1.63247 0.51061
H: -0.20137 1.43413 -0.14375
H: 1.72760 -0.88979 -0.06856
C: -1.41592 -0.77815 -1.64019
O: -1.05863 -1.72330 -0.97433
H: -0.68697 -0.08380 -2.10552
H: -2.48861 -0.54014 -1.79772

Calculated values
Kohn-Sham gap   0.3926 hartree
SMILES   C#CCC=O.C=O
Multiplicity   1

<4>
Formula: C5H6O2
Source: OMol25
Level of theory: ωB97M-V/def2-TZVPD

Positions of all 13 atoms, in Å:
C: -0.58756 2.08468 -0.98863
C: -0.13671 0.98567 -1.18206
C: 0.45015 -0.34464 -1.34863
C: 1.49314 -0.60648 -0.27200
O: 1.54693 -1.62959 0.36403
H: -0.99564 3.05787 -0.82318
H: 0.94691 -0.41672 -2.32649
H: -0.30644 -1.13480 -1.30409
H: 2.20913 0.22285 -0.10139
C: -1.15063 -0.55715 1.99337
O: -1.75978 0.32436 2.54229
H: -0.08563 -0.76432 2.20422
H: -1.62386 -1.22173 1.24256

Calculated values
Kohn-Sham gap   0.3921 hartree
SMILES   C#CCC=O.C=O
Multiplicity   1

Most stable pick: <2>. Distance to second place: 0.448 eV.